# C33H28CrN5S2Se

C33H28CrN5S2Se as an isolated structure (the ωB97M-V functional and the def2-TZVPD basis, the Open Molecules 2025 dataset).

Summary:
energy relative to the best compared isomer or geometry (same formula, charge and spin) = 31.5 kcal per mole
total charge = +1
2S+1 = 5
orbital gap (alpha / beta) = 5.35 / 5.69 eV

Last column: Mulliken charge in e.
Cartesian coordinates (Å):
Cr1 0.476 -0.006 0.429  -0.34
S1 1.587 0.147 7.753  0.19
N1 1.762 -1.069 6.715  -0.65
C1 1.426 -0.600 5.527  0.72
C2 1.455 -1.354 4.281  0.20
C3 1.857 -2.685 4.170  -0.44
C4 1.847 -3.280 2.932  -0.86
C5 1.438 -2.542 1.826  -0.34
N2 1.052 -1.271 1.919  -0.12
C6 1.062 -0.684 3.133  0.32
C7 0.638 0.719 3.162  0.12
N3 0.286 1.252 1.972  0.21
C8 -0.099 2.526 1.933  -0.54
C9 -0.150 3.323 3.071  -0.84
C10 0.206 2.785 4.284  -0.45
C11 0.609 1.451 4.338  0.14
C12 1.016 0.760 5.554  0.74
N4 1.050 1.294 6.762  -0.64
H1 2.176 -3.224 5.054  0.55
H2 2.159 -4.307 2.804  0.44
H3 1.428 -2.970 0.833  0.54
H4 -0.365 2.912 0.958  0.61
H5 -0.462 4.355 2.986  0.46
H6 0.186 3.375 5.193  0.56
C13 5.600 2.153 -6.013  -1.49
C14 4.726 1.739 -4.856  0.66
C15 3.897 0.628 -4.938  -0.90
C16 3.081 0.236 -3.881  0.87
C17 2.201 -0.975 -4.035  -1.62
C18 3.111 0.994 -2.706  0.01
Se1 2.004 0.446 -1.247  0.22
C19 3.933 2.117 -2.583  0.81
C20 4.013 2.977 -1.347  -1.43
C21 4.726 2.465 -3.674  -0.61
H7 5.480 1.479 -6.861  0.34
H8 6.654 2.152 -5.728  0.34
H9 5.355 3.163 -6.347  0.34
H10 3.881 0.044 -5.854  0.24
H11 2.322 -1.409 -5.027  0.37
H12 1.151 -0.713 -3.890  0.30
H13 2.444 -1.734 -3.290  0.35
H14 3.365 2.615 -0.556  0.11
H15 3.729 4.005 -1.583  0.35
H16 5.037 3.000 -0.968  0.36
H17 5.368 3.339 -3.589  0.43
N5 -1.362 -0.504 -0.382  -0.15
S2 -2.539 -1.178 0.465  0.26
C22 -3.296 -2.449 -0.533  0.26
C23 -4.368 -3.152 0.000  -0.47
C24 -4.954 -4.150 -0.760  -0.63
C25 -4.467 -4.434 -2.032  -0.46
C26 -3.387 -3.730 -2.543  -0.62
C27 -2.787 -2.726 -1.789  -0.24
C28 -3.896 -0.033 0.585  0.48
C29 -4.596 0.355 -0.551  -0.38
C30 -5.583 1.320 -0.430  -0.70
C31 -5.865 1.877 0.815  -0.43
C32 -5.163 1.474 1.941  -0.62
C33 -4.166 0.513 1.829  -0.28
H18 -1.714 -0.079 -1.239  0.15
H19 -4.747 -2.921 0.990  0.40
H20 -5.792 -4.707 -0.360  0.39
H21 -4.932 -5.213 -2.624  0.40
H22 -3.005 -3.957 -3.530  0.42
H23 -1.928 -2.183 -2.165  0.58
H24 -4.388 -0.099 -1.514  0.39
H25 -6.138 1.632 -1.305  0.41
H26 -6.642 2.626 0.905  0.41
H27 -5.392 1.903 2.908  0.41
H28 -3.610 0.189 2.702  0.41

# C10H20BrClGaNO2P

C10H20BrClGaNO2P as an isolated structure (the ωB97M-V functional and the def2-TZVPD basis, the Open Molecules 2025 dataset).

Summary:
total charge = -1
orbital gap = 7.39 eV

Last column: Mulliken charge in e.
Cartesian coordinates (Å):
C1 0.639 2.973 2.133  -1.35
C2 -0.274 2.270 1.114  0.09
N1 0.182 0.925 0.781  -0.12
Ga1 -0.627 0.001 -0.681  -0.74
C3 -0.331 0.859 -2.520  -0.66
C4 1.017 1.269 -2.936  0.44
O1 1.634 0.956 -3.900  -0.54
Cl1 1.820 2.414 -1.783  -0.23
C5 -2.694 -0.097 -0.530  -0.42
C6 -3.266 1.213 -0.245  0.19
O2 -3.290 2.213 -0.874  -0.52
Br1 -4.150 1.291 1.598  -0.37
P1 0.227 -2.205 -0.836  -0.10
C7 0.335 -2.728 0.951  -0.57
C8 -1.042 -2.746 1.615  -1.07
C9 2.026 -1.929 -1.226  -0.59
C10 2.864 -1.092 -0.255  -0.92
H1 1.568 2.406 2.225  0.29
H2 0.177 3.028 3.122  0.35
H3 0.902 3.987 1.822  0.31
H4 -1.302 2.288 1.505  -0.02
H5 -0.292 2.850 0.186  0.35
H6 0.196 0.356 1.623  0.25
H7 -1.003 1.717 -2.626  0.42
H8 -0.628 0.094 -3.244  0.40
H9 -3.096 -0.416 -1.496  0.32
H10 -2.968 -0.825 0.225  0.55
H11 0.999 -2.058 1.502  0.30
H12 0.783 -3.728 0.980  0.48
H13 -1.029 -3.294 2.561  0.40
H14 -1.384 -1.730 1.823  0.14
H15 -1.786 -3.219 0.968  0.30
H16 2.472 -2.925 -1.332  0.48
H17 2.068 -1.482 -2.224  0.33
H18 3.802 -0.778 -0.721  0.34
H19 3.123 -1.663 0.640  0.33
H20 2.326 -0.193 0.058  0.14

# C35H40BrF3N10O5S2

A 10-piece molecular cluster, C35H40BrF3N10O5S2 overall (the ωB97M-V functional and the def2-TZVPD basis, the Open Molecules 2025 dataset).

Summary:
energy relative to the best compared isomer or geometry (same formula, charge and spin) = 180.0 kcal per mole
total charge = 0
SMILES string = CS(=O)(=O)c1c(COC(F)(F)F)cc2c(c1CCCBr)C(=O)C=C(N=C=S)C2=O.CC#N.CC#N.CC#N.CC#N.CC#N.CC#N.CC#N.CC#N.CC#N
orbital gap = 7.58 eV

Last column: Mulliken charge in e.
Cartesian coordinates (Å):
C1 3.237 -3.074 -2.676  -0.89
S1 3.858 -1.666 -3.734  1.45
O1 2.926 -1.632 -4.946  -0.68
O2 5.227 -1.997 -4.262  -0.62
C2 3.704 -0.019 -2.925  0.24
C3 2.246 0.454 -2.569  0.12
C4 0.934 -0.428 -2.829  -0.16
O3 0.008 0.362 -3.629  -0.33
C5 -1.284 0.383 -3.080  0.84
F1 -1.743 -0.970 -2.946  -0.22
F2 -2.130 1.092 -3.985  -0.28
F3 -1.380 1.098 -1.852  -0.22
C6 1.990 1.845 -1.881  -0.99
C7 3.213 2.738 -1.602  0.02
C8 4.694 2.311 -1.936  0.40
C9 4.914 0.923 -2.575  0.22
C10 6.424 0.479 -2.868  -0.90
C11 7.002 0.995 -4.275  -0.63
C12 5.982 0.882 -5.510  -0.18
Br1 5.501 2.683 -6.291  -0.23
C13 5.815 3.369 -1.577  0.21
O4 6.945 3.471 -2.106  -0.53
C14 5.464 4.468 -0.449  -0.35
C15 4.129 4.851 -0.161  -0.11
N1 3.820 5.909 0.863  -0.33
C16 3.454 6.947 0.145  0.27
S2 2.679 8.037 -0.854  -0.14
C17 2.912 4.167 -0.916  0.41
O5 1.749 4.622 -1.009  -0.55
H1 2.560 -2.648 -1.843  0.27
H2 2.631 -3.771 -3.356  0.38
H3 4.120 -3.597 -2.179  0.33
H4 1.137 -1.475 -3.221  0.27
H5 0.447 -0.569 -1.787  0.08
H6 0.936 2.198 -1.612  0.36
H7 6.598 -0.648 -2.689  0.43
H8 7.062 0.999 -2.054  0.45
H9 7.316 2.102 -4.189  0.34
H10 7.975 0.435 -4.547  0.38
H11 4.989 0.384 -5.272  0.02
H12 6.548 0.351 -6.364  0.36
H13 6.289 4.993 0.162  0.36
C18 -4.041 -2.154 -0.982  -0.83
C19 -4.063 -3.051 0.175  0.54
N2 -4.071 -3.758 1.083  -0.53
H14 -3.308 -2.476 -1.725  0.35
H15 -5.011 -2.116 -1.480  0.40
H16 -3.784 -1.134 -0.694  0.11
C20 7.255 8.277 -0.289  -0.86
C21 7.688 7.193 0.597  0.54
N3 8.027 6.339 1.294  -0.49
H17 6.460 8.874 0.166  0.26
H18 8.077 8.956 -0.524  0.34
H19 6.870 7.891 -1.236  0.28
C22 -1.205 -2.771 2.306  -0.59
C23 -0.327 -1.765 1.702  0.43
N4 0.362 -0.975 1.225  -0.45
H20 -0.637 -3.621 2.693  0.31
H21 -1.777 -2.358 3.140  0.22
H22 -1.922 -3.164 1.583  0.03
C24 5.303 5.803 3.751  -0.32
C25 5.284 4.898 4.903  0.19
N5 5.269 4.187 5.808  -0.37
H23 6.041 5.493 3.007  0.05
H24 4.333 5.838 3.251  0.18
H25 5.552 6.825 4.046  0.30
C26 -7.305 -5.572 1.391  -0.54
C27 -8.621 -5.339 1.992  0.34
N6 -9.654 -5.155 2.464  -0.41
H26 -6.655 -4.699 1.492  0.10
H27 -6.790 -6.414 1.861  0.18
H28 -7.383 -5.795 0.324  0.32
C28 -5.410 -5.835 4.872  -0.67
C29 -5.296 -7.245 4.484  0.36
N7 -5.206 -8.352 4.179  -0.40
H29 -6.451 -5.503 4.880  0.24
H30 -5.006 -5.661 5.872  0.32
H31 -4.867 -5.182 4.184  0.17
C30 -6.018 1.364 -2.334  -0.82
C31 -6.039 0.464 -1.178  0.45
N8 -6.055 -0.244 -0.270  -0.42
H32 -5.284 1.045 -3.079  0.21
H33 -6.990 1.403 -2.831  0.32
H34 -5.761 2.385 -2.042  0.29
C32 -2.031 1.621 3.444  -0.67
C33 -1.583 0.544 4.331  0.34
N9 -1.231 -0.303 5.026  -0.40
H35 -2.816 2.222 3.907  0.31
H36 -1.211 2.297 3.189  0.24
H37 -2.432 1.228 2.507  0.18
C34 -11.861 -7.300 4.441  -0.76
C35 -11.869 -8.198 5.600  0.32
N10 -11.876 -8.903 6.509  -0.35
H38 -11.135 -7.619 3.690  0.24
H39 -12.838 -7.264 3.953  0.28
H40 -11.603 -6.278 4.727  0.26

| no. | E (eV) | strongest force on any atom (eV/A) |
| --- | --- | --- |
| 1 | -157559.656 | 0.87 |
| 2 | -160512.537 | 0.60 |
| 3 | -161935.565 | 6.18 |